{
  "formula": "C24H36F4O24",
  "method": "ωB97M-V/def2-TZVPD",
  "orbital_gap_ev": 10.105,
  "energy_ev": -85480.301,
  "largest_force_ev_per_a": 7.41,
  "e_above_lowest_kcal_mol": 46.86,
  "multiplicity": 1,
  "mol_weight_g_mol": 784.5,
  "species": ["O", "C", "O", "C", "C", "F", "O", "H", "H", "H", "O", "C", "O", "C", "C", "F", "O", "H", "H", "H", "O", "C", "O", "C", "C", "F", "O", "H", "H", "H", "O", "C", "O", "C", "C", "F", "O", "H", "H", "H", "O", "C", "O", "C", "C", "O", "H", "H", "H", "H", "O", "C", "O", "C", "C", "O", "H", "H", "H", "H", "O", "C", "O", "C", "C", "O", "H", "H", "H", "H", "C", "O", "H", "H", "H", "H", "C", "O", "H", "H", "H", "H", "C", "O", "H", "H", "H", "H"],
  "positions_angstrom": [[-2.92089, -5.23961, -1.77628], [-1.79296, -5.01473, -1.70158], [-1.25261, -4.01892, -0.92310], [0.18871, -4.22179, -0.87759], [0.49782, -4.92597, -2.17871], [1.43716, -5.96700, -2.03879], [-0.77315, -5.54662, -2.42606], [0.63526, -3.25941, -0.66720], [0.35981, -4.86870, -0.02538], [0.83398, -4.29082, -3.00551], [2.83906, 1.88254, 7.44547], [2.09322, 1.23365, 6.90068], [1.29323, 0.25625, 7.47992], [0.42350, -0.21918, 6.44148], [0.66588, 0.61326, 5.13159], [-0.34931, 1.50080, 4.79005], [1.88632, 1.23777, 5.53605], [0.73835, -1.24395, 6.23678], [-0.60066, -0.18092, 6.82493], [0.85509, 0.10273, 4.19175], [-0.70140, 1.79597, -3.89530], [-1.70845, 2.19380, -3.51185], [-2.97062, 1.89393, -3.94833], [-3.89116, 2.75662, -3.28862], [-3.07437, 3.21218, -2.04943], [-3.13156, 2.22515, -1.07657], [-1.79865, 3.20522, -2.51051], [-3.95958, 3.56679, -4.00644], [-4.85729, 2.34376, -2.99552], [-3.34375, 4.11460, -1.49663], [5.26594, -1.23099, 1.45189], [4.67259, -0.25484, 1.59969], [4.25929, 0.27137, 2.83622], [3.69752, 1.57341, 2.64296], [3.82398, 1.80235, 1.13226], [4.71417, 2.83521, 0.87121], [4.30074, 0.63756, 0.63577], [2.64572, 1.54719, 2.91088], [4.25092, 2.29782, 3.23122], [2.93372, 2.05706, 0.58196], [-1.14515, -1.16653, -3.60337], [-1.98080, -1.88431, -3.92624], [-2.03129, -2.63705, -5.01137], [-3.04894, -3.62223, -4.88000], [-3.97150, -3.02114, -3.79571], [-3.09618, -2.15600, -3.09576], [-3.51249, -3.89301, -5.81985], [-2.52283, -4.48612, -4.45804], [-4.36648, -3.82245, -3.18488], [-4.80855, -2.49646, -4.25027], [4.09983, 5.84068, 4.20238], [3.01817, 5.53029, 4.27205], [2.33063, 4.78210, 3.31746], [0.95124, 4.60147, 3.64807], [0.91545, 5.08032, 5.07632], [2.11389, 5.84017, 5.25994], [0.31522, 5.13301, 2.94349], [0.72511, 3.55208, 3.58262], [0.95163, 4.27272, 5.80288], [0.07983, 5.73708, 5.29570], [0.61382, 1.41922, 1.91322], [0.11921, 0.76572, 1.06863], [0.81431, 0.04719, 0.08872], [-0.07855, -0.41671, -0.92672], [-1.39096, -0.47981, -0.15213], [-1.19227, 0.45930, 0.90918], [-0.16077, 0.24827, -1.77394], [0.31058, -1.36534, -1.25725], [-1.53268, -1.48468, 0.22346], [-2.27110, -0.18727, -0.71415], [3.67949, -2.50311, -1.42260], [3.15517, -3.16430, -2.59849], [4.12261, -3.21675, -0.72037], [4.38452, -1.69097, -1.60233], [2.77438, -2.08754, -0.95870], [2.82341, -2.45816, -3.16245], [-5.06704, 0.21423, -0.27497], [-6.39623, -0.26209, -0.49404], [-4.46689, 0.14872, -1.18898], [-5.16307, 1.25488, -0.01384], [-4.51518, -0.28821, 0.51902], [-6.33116, -0.99366, -1.11936], [2.31839, -0.05204, -3.54247], [1.98517, -1.22624, -4.25323], [2.60520, 0.72705, -4.24293], [1.49051, 0.35423, -2.95023], [3.13186, -0.26645, -2.85503], [1.03488, -1.35364, -4.34680]],
  "atomic_forces_ev_per_a": [[-2.944, -1.082, -0.420], [4.186, 2.194, 0.486], [0.248, -0.460, -0.072], [-0.766, 0.258, 0.784], [0.270, -1.267, 0.334], [-1.333, 1.510, 0.030], [0.013, -0.556, -0.896], [0.300, 0.014, -0.388], [0.412, -0.310, 0.030], [-0.178, -0.317, 0.117], [3.590, 3.144, 2.525], [-3.914, -3.931, -2.142], [0.071, 1.351, -1.637], [-0.490, -0.675, -0.388], [0.898, 0.028, 1.514], [0.781, -0.130, 1.022], [-0.880, 0.781, -0.822], [-0.340, -0.058, -0.029], [0.147, -0.007, -0.339], [0.108, -0.429, 0.290], [2.275, -1.236, -1.045], [-2.814, 2.066, 1.262], [0.824, -0.761, 0.705], [0.575, 1.189, 0.660], [-0.895, -0.509, 0.051], [-0.309, -0.323, 0.183], [0.884, -0.626, -1.049], [-0.754, 0.543, 0.327], [0.320, -0.451, -0.396], [0.076, 0.215, -0.717], [1.057, -2.474, -0.566], [-1.579, 3.785, 2.194], [0.508, -0.726, -1.276], [-0.372, -0.347, -0.378], [-0.074, 1.468, 0.671], [0.070, -0.367, 0.086], [0.795, -1.647, -0.977], [0.107, 0.105, 0.199], [0.018, 0.120, -0.092], [-0.491, 0.145, 0.145], [3.209, 2.719, 0.908], [-4.170, -2.965, 0.633], [0.208, 0.443, -0.987], [0.058, -0.623, 1.384], [0.026, -0.755, -1.245], [0.892, 0.380, -0.809], [0.040, 0.346, -0.170], [-0.353, -0.192, -0.222], [0.131, 0.093, 0.483], [0.007, 0.443, 0.070], [5.511, 1.561, -0.223], [-7.157, -1.933, -0.042], [0.735, 0.096, -0.163], [0.767, -0.088, 0.022], [-0.095, 0.545, 0.770], [0.577, 0.022, -0.346], [0.089, 0.309, 0.060], [-0.129, -0.435, -0.112], [-0.173, -0.204, -0.044], [-0.110, -0.014, 0.055], [0.178, 0.577, 0.495], [-0.692, -2.677, -2.397], [0.346, 1.451, 0.810], [-0.456, 0.207, 0.665], [0.233, -0.283, -0.445], [0.178, 0.658, 0.645], [0.305, 0.395, -0.050], [-0.134, -0.261, -0.203], [-0.202, -0.135, 0.511], [0.093, 0.100, -0.080], [-1.383, -0.350, -0.015], [1.017, -0.069, 0.762], [-0.059, -0.020, -0.429], [0.091, -0.156, -0.277], [0.432, 0.349, 0.577], [-0.192, 0.076, -0.524], [-0.201, 0.076, -0.494], [0.454, -0.339, -0.103], [-0.094, 0.010, 0.054], [0.077, 0.334, 0.147], [-0.227, -0.281, 0.167], [-0.163, 0.055, 0.244], [-0.489, 0.667, 0.158], [0.024, -0.701, -0.051], [0.224, 0.123, -0.034], [0.079, -0.222, -0.195], [0.175, 0.017, -0.076], [-0.083, 0.423, 0.126]]
}